Below is a structure of composition C3H4FeLiO3 in a non-equilibrium geometry, with properties calculated with ωB97M-V with the def2-TZVPD basis set.

The geometry in XYZ format:
```
12
Properties=species:S:1:pos:R:3:nbo_charge:R:1
H 1.92664 -0.82053 -0.19840 0.126
C 1.39877 0.14132 -0.05624 -0.279
Fe 0.67780 0.61596 2.40437 0.076
O 2.44545 1.05684 0.10040 -0.682
C 0.41430 0.37374 -1.12322 -0.161
O -0.86091 0.73245 -0.45076 -0.577
C -1.27267 -0.27379 0.31059 0.028
O -2.61255 -0.26639 0.17494 -0.742
H 0.22684 -0.58220 -1.63539 0.181
H 0.62494 1.27385 -1.73943 0.198
H -3.00862 -0.45350 1.03182 0.476
Li 0.04000 -1.79776 1.18131 0.356
```

Computed properties:
Orbital gap (spin up / spin down) ... 3.552 / 6.056 eV
Expectation value of S² ... 12.02
E_tot ... -1613.43157 Eh
2S+1 ... 7
Charge ... -1
Maximum force ... 5.15 eV/A

=====

Below is a cluster of 3 separate species, C4H14NO3 in total in a non-equilibrium geometry, with properties calculated with ωB97M-V with the def2-TZVPD basis set.

The geometry in XYZ format:
```
22
Properties=species:S:1:pos:R:3:nbo_charge:R:1
C 0.07227 1.97242 -1.45142 -0.659
C -0.69679 0.92930 -0.67490 -0.035
C -0.95458 1.43398 0.69403 -0.562
C -1.52781 0.54331 1.75075 0.453
O -0.98546 -0.37034 2.30722 -0.519
N 0.23167 -0.32926 -0.45774 -0.730
H 1.11881 1.62095 -1.82724 0.238
H 0.08743 2.99073 -0.96699 0.252
H -0.49159 2.17366 -2.38308 0.249
H -1.52692 0.52968 -1.31890 0.239
H -1.68851 2.28848 0.64498 0.260
H -0.01296 1.95184 1.08018 0.259
H -2.57235 0.82972 2.05240 0.135
H 1.20622 -0.00472 -0.34001 0.440
H 0.20566 -0.95643 -1.26151 0.447
H 0.12800 -0.94409 0.40644 0.499
H 0.32036 -3.12401 -1.80331 0.479
H 1.45546 -3.60076 -0.94946 0.498
O 0.78579 -2.90045 -0.97567 -0.967
H 1.18829 -1.20602 2.29752 0.503
H 2.13245 -2.26533 1.71288 0.500
O 1.52458 -1.56265 1.46383 -0.978
```

Computed properties:
Orbital gap ... 10.949 eV
E_tot ... -441.02078 Eh
ΔE to the lowest compared entry with this formula, charge and spin ... 23.6 kcal/mol
Charge ... +1
Maximum force ... 2.99 eV/A

=====

Below is a structure of composition C16H32FeN2O6S, with properties calculated with ωB97M-V with the def2-TZVPD basis set.

The geometry in XYZ format:
```
58
Properties=species:S:1:pos:R:3:nbo_charge:R:1
Fe 0.46178 0.01036 -1.11759 1.597
C 2.76606 -1.34379 -2.56483 -0.099
C 1.59015 -1.95270 -3.29562 -0.106
O 0.52329 -0.96889 -3.27211 -0.603
C 0.59558 -0.09788 -4.41847 -0.089
C -0.17806 1.13938 -4.07562 -0.084
O 0.37066 1.58565 -2.82227 -0.623
C -0.00613 2.92148 -2.44181 -0.097
C 0.37780 3.02170 -0.98761 -0.090
O -0.15067 1.87014 -0.30382 -0.615
C -1.56688 1.91715 -0.00457 -0.098
C -2.29673 0.88638 -0.84338 -0.089
O -1.57731 -0.31960 -0.56371 -0.629
C -2.08603 -1.61317 -0.89902 -0.081
C -1.14172 -2.53115 -0.17580 -0.089
O 0.17430 -2.18040 -0.63445 -0.613
C 1.20525 -2.73030 0.20144 -0.113
C 2.55205 -2.28390 -0.35826 -0.092
O 2.41916 -1.10127 -1.18081 -0.614
H 3.00940 -0.36511 -2.97690 0.207
H 3.66097 -1.96302 -2.62561 0.223
H 1.21698 -2.83235 -2.78025 0.222
H 1.83834 -2.22656 -4.32158 0.221
H 0.19286 -0.60049 -5.29883 0.222
H 1.63582 0.17442 -4.61069 0.196
H -1.24453 0.93108 -3.95501 0.191
H -0.04846 1.90419 -4.84190 0.224
H -1.08120 3.05399 -2.59272 0.192
H 0.52506 3.65564 -3.04877 0.225
H 0.02584 3.94350 -0.52682 0.226
H 1.46009 2.96745 -0.86984 0.221
H -1.94933 2.92750 -0.14594 0.217
H -1.65547 1.63236 1.04214 0.238
H -2.27995 1.10797 -1.91490 0.183
H -3.33698 0.81113 -0.52008 0.224
H -2.07019 -1.75802 -1.98260 0.203
H -3.10335 -1.74309 -0.52608 0.220
H -1.35662 -3.58224 -0.37615 0.218
H -1.19716 -2.33657 0.89715 0.219
H 1.13793 -3.82033 0.20663 0.210
H 1.06181 -2.36535 1.21514 0.230
H 3.00794 -3.06551 -0.96389 0.201
H 3.22717 -2.04957 0.46267 0.231
C -2.11009 -0.25632 3.97300 -0.410
N -0.89734 0.40457 4.39253 -0.391
C -0.76035 0.93441 5.75296 -0.219
C 0.68716 1.45727 5.78612 -0.227
N 1.16481 1.10197 4.45028 -0.570
C 0.24457 0.48786 3.70131 0.365
S 0.53061 -0.10667 2.13942 -0.440
H -2.96937 0.37585 4.19886 0.215
H -2.23500 -1.21103 4.48849 0.215
H -2.05754 -0.43298 2.90120 0.221
H -0.93452 0.14297 6.48256 0.217
H -1.49287 1.72278 5.92379 0.217
H 1.28355 0.96895 6.55383 0.222
H 0.73296 2.53313 5.94336 0.217
H 2.10393 1.24704 4.12544 0.430
```

Computed properties:
Orbital gap (spin up / spin down) ... 9.134 / 7.971 eV
Expectation value of S² ... 6.01
E_tot ... -2851.16712 Eh
ΔE to the lowest compared entry with this formula, charge and spin ... 0.0 kcal/mol
2S+1 ... 5
Charge ... +2
Maximum force ... 0.72 eV/A

=====

Below is a structure of composition C36H28N2O5STeTl, with properties calculated with ωB97M-V with the def2-TZVPD basis set.

The geometry in XYZ format:
```
74
Properties=species:S:1:pos:R:3:mulliken_charge:R:1
Tl 0.58810 -0.43463 0.67728 0.931
C -6.23073 -0.61156 -2.82867 -1.528
C -4.85245 -0.78882 -2.24009 0.495
C -4.32547 -2.04303 -1.97507 -0.773
C -3.03981 -2.22772 -1.48615 0.259
C -2.64709 -3.62368 -1.20685 -0.193
O -3.25891 -4.56584 -1.69090 -0.682
C -1.56443 -3.92662 -0.21930 0.841
C -0.70725 -4.99340 -0.46128 -0.464
C 0.17417 -5.42430 0.51569 -0.596
C 0.20402 -4.79358 1.74921 -0.378
C -0.64465 -3.72386 1.99721 -0.614
C -1.52842 -3.29411 1.01936 -0.362
C -2.14679 -1.10170 -1.30043 0.121
O -0.91823 -1.25148 -1.06255 -0.854
C -2.77047 0.20930 -1.42335 0.827
C -4.07184 0.31068 -1.91992 -0.681
C -2.07383 1.43436 -1.02172 -0.197
N -0.82687 1.45117 -0.70910 -0.457
C -0.12894 2.67103 -0.32063 -0.868
C -0.48028 3.13809 1.08763 -0.688
Te 0.96697 4.57244 1.80706 0.199
C 2.03235 2.99875 2.77110 -0.548
C 1.73200 2.69055 4.09356 -0.225
C 2.29141 1.57100 4.69151 -0.470
C 3.15452 0.75788 3.96892 -0.584
C 3.47173 1.07623 2.65714 -0.342
C 2.91349 2.19703 2.05685 -0.014
C -2.92552 2.67168 -0.93002 -0.176
C -2.81245 3.71216 -1.84327 0.206
C -3.59985 4.84904 -1.72024 -0.945
C -4.51457 4.95555 -0.68434 -0.373
C -4.62183 3.92685 0.24320 -0.942
C -3.83260 2.79531 0.12083 0.407
H -6.67207 -1.58059 -3.05933 0.370
H -6.18328 -0.02534 -3.74918 0.339
H -6.89462 -0.08420 -2.13863 0.300
H -4.93143 -2.93154 -2.11423 0.426
H -0.73960 -5.48578 -1.42413 0.424
H 0.83135 -6.26119 0.32321 0.355
H 0.88782 -5.13626 2.51413 0.375
H -0.64528 -3.24866 2.97124 0.441
H -2.21875 -2.48432 1.22595 0.455
H -4.50271 1.29249 -2.07973 0.505
H -0.30115 3.49101 -1.02561 0.351
H 0.93587 2.42499 -0.35199 0.413
H -0.45291 2.29816 1.78157 0.240
H -1.46523 3.59313 1.13630 0.503
H 1.04932 3.32164 4.64847 0.392
H 2.04132 1.32657 5.71644 0.366
H 3.57420 -0.12691 4.43013 0.397
H 4.14406 0.44809 2.08688 0.342
H 3.15921 2.42150 1.02706 0.546
H -2.11036 3.62415 -2.66315 0.519
H -3.48925 5.65771 -2.43148 0.389
H -5.15581 5.82471 -0.61241 0.376
H -5.31909 4.01309 1.06703 0.394
H -3.91381 1.99406 0.84551 0.468
O 3.36510 -3.33893 -2.14615 -0.693
S 3.58245 -2.74485 -0.85467 1.028
O 3.54166 -3.64031 0.27351 -0.640
N 2.67290 -1.42411 -0.60066 -0.358
C 3.39504 -0.30195 -0.54620 0.407
O 2.91674 0.81683 -0.30204 -0.718
C 4.86809 -0.53016 -0.73146 0.264
C 5.89528 0.39758 -0.71072 -0.487
C 7.20319 -0.06391 -0.79357 -0.505
C 7.48181 -1.42205 -0.90948 -0.470
C 6.44498 -2.34713 -0.95837 -0.535
C 5.15459 -1.87548 -0.86427 0.013
H 5.68443 1.45562 -0.62681 0.490
H 8.02474 0.64079 -0.75888 0.372
H 8.50804 -1.76360 -0.95317 0.384
H 6.62769 -3.40963 -1.05380 0.428
```

Computed properties:
Orbital gap ... 6.660 eV
E_tot ... -2713.14937 Eh
ΔE to the lowest compared entry with this formula, charge and spin ... 0.0 kcal/mol
Charge ... -1
Maximum force ... 0.70 eV/A

=====

Below is an isolated molecule of C4H5NO2 in a non-equilibrium geometry, with properties calculated with ωB97M-V with the def2-TZVPD basis set.

The geometry in XYZ format:
```
12
Properties=species:S:1:pos:R:3:nbo_charge:R:1
O 1.03507 2.20965 0.69112 -0.571
C 0.52239 1.15111 0.40187 0.637
N 1.10131 0.17067 -0.37051 -0.605
C 0.40465 -1.09531 -0.35684 -0.245
C -0.98447 -0.57419 -0.10094 0.026
O -1.34924 -0.42804 1.27458 -0.419
C -0.92295 0.72950 0.56457 -0.038
H 2.08093 0.20917 -0.56279 0.399
H 0.76543 -1.77639 0.42013 0.204
H 0.48449 -1.59094 -1.33410 0.199
H -1.44696 -0.50461 -1.08387 0.205
H -1.69064 1.49937 0.45676 0.207
```

Computed properties:
Orbital gap ... 10.549 eV
E_tot ... -360.58639 Eh
ΔE to the lowest compared entry with this formula, charge and spin ... 52.1 kcal/mol
Charge ... 0
Maximum force ... 2.42 eV/A

=====

Below is an isolated molecule of C3H12N3P in a non-equilibrium geometry, with properties calculated with ωB97M-V with the def2-TZVPD basis set.

The geometry in XYZ format:
```
19
Properties=species:S:1:pos:R:3:nbo_charge:R:1
C 0.58973 -1.10257 1.63638 -0.435
C -0.15244 -2.13749 -0.32295 -0.410
C 0.87190 0.93969 -1.95626 -0.954
N -1.13056 2.37394 1.25145 -0.696
N 0.58301 -1.02278 0.21602 -0.688
N -0.51524 2.07669 0.01042 -0.851
P -0.13495 0.59322 -0.44136 1.560
H -0.40259 -1.19814 2.08736 0.176
H 1.25499 -1.98653 1.77764 0.201
H 0.98578 -0.19931 2.26545 0.215
H -1.33570 -1.86577 -0.05712 0.158
H -0.03124 -2.21357 -1.39772 0.206
H 0.12134 -3.05562 0.08680 0.207
H 1.80119 0.48969 -1.68890 0.240
H 0.74457 2.05149 -2.14420 0.274
H 0.48163 0.32165 -2.86557 0.233
H -0.44388 2.98463 1.74837 0.350
H -2.03836 2.85656 0.93974 0.352
H -1.24917 0.09421 -1.14556 -0.139
```

Computed properties:
Orbital gap ... 8.846 eV
E_tot ... -626.97502 Eh
ΔE to the lowest compared entry with this formula, charge and spin ... 21.0 kcal/mol
Charge ... 0
Maximum force ... 4.62 eV/A

=====

Below is a cluster of 2 separate species, C6H8O2 in total in a non-equilibrium geometry, with properties calculated with ωB97M-V with the def2-TZVPD basis set.

The geometry in XYZ format:
```
16
Properties=species:S:1:pos:R:3:nbo_charge:R:1
C -0.89626 -0.26821 -0.24751 0.143
C 0.38775 -0.94353 -0.81045 -0.410
C 1.48842 0.07058 -0.49044 -0.409
C 0.66679 1.04333 0.27529 -0.286
C -0.29488 0.27681 1.09516 -0.436
C -0.71340 1.13666 -0.44337 0.543
H -2.23273 -1.85153 0.70858 0.457
H 0.58110 -1.86780 -0.17163 0.213
H 0.21071 -1.04286 -1.97890 0.230
H 2.08432 -0.37577 0.24311 0.204
H 2.01876 0.53448 -1.35500 0.229
H 1.19560 1.99425 0.64326 0.233
H -1.15397 0.66650 1.76529 0.263
H 0.35197 -0.44152 1.69845 0.204
O -2.16719 -0.87122 -0.21971 -0.655
O -1.52700 1.93982 -0.71211 -0.524
```

Computed properties:
Orbital gap ... 8.875 eV
E_tot ... -383.73296 Eh
ΔE to the lowest compared entry with this formula, charge and spin ... 111.2 kcal/mol
Charge ... 0
Maximum force ... 6.14 eV/A

=====

Below is a structure of composition C9H11ClN2O in a non-equilibrium geometry, with properties calculated with ωB97M-V with the def2-TZVPD basis set.

The geometry in XYZ format:
```
24
Properties=species:S:1:pos:R:3:nbo_charge:R:1
C 0.32567 1.39027 -3.67772 -0.298
C 0.48242 2.33479 -2.41981 -0.254
C 0.24930 0.77173 -0.72830 0.751
C -0.12668 -0.67063 1.27585 0.202
C 0.93966 -1.38129 2.06383 -0.273
C 0.44219 -2.36220 2.91390 -0.190
C -1.00278 -2.51010 3.25653 -0.214
C -1.80820 -1.87118 2.36568 -0.214
C -1.40953 -1.12475 1.42560 -0.249
H -0.20633 0.55774 -3.69983 0.227
H 1.30664 0.93424 -3.88926 0.202
H -0.45237 2.86720 -2.20833 0.190
H 1.02986 3.10399 -2.92356 0.219
H 1.02573 2.88070 -0.23333 0.418
H 1.52933 0.52654 0.74705 0.410
H 2.07720 -1.13026 2.16987 0.227
H 1.11097 -2.99551 3.64461 0.209
H -1.24398 -3.05109 4.10633 0.216
H -2.83906 -2.20217 2.35573 0.217
H -2.16698 -0.60370 0.75214 0.235
N 0.95862 1.86497 -1.13488 -0.611
N 0.54346 0.36035 0.55738 -0.622
O -0.53571 -0.04926 -1.57181 -0.690
Cl -0.22941 2.35963 -5.14766 -0.106
```

Computed properties:
Orbital gap ... 8.194 eV
E_tot ... -994.32301 Eh
ΔE to the lowest compared entry with this formula, charge and spin ... 132.6 kcal/mol
Charge ... 0
Maximum force ... 10.48 eV/A